[1]
198
Properties=species:S:1:pos:R:3:lowdin_charge:R:1 method="wB97M-V/def2-TZVPD" total_charge=+2 e_homo_ev=-11.0 de_lowest_kcal_mol=0.0 spin_multiplicity=1
N -2.01 1.46 7.10 0.1308
S -2.25 -6.15 2.56 0.4138
O 4.28 -2.17 2.59 -0.2876
O 6.80 -1.02 -0.70 -0.2709
H 1.16 -3.35 0.59 0.0898
O 3.91 -6.94 -1.98 0.1880
C 2.40 1.87 -0.80 -0.0721
H -0.56 -0.35 9.65 0.1419
H 0.28 -0.14 -5.65 0.1033
N 5.17 -2.73 0.24 -0.2845
O 6.69 -1.97 2.12 -0.2696
N -3.45 0.99 -0.72 -0.2539
H -6.57 -3.32 -1.78 0.1380
H -1.36 -1.09 5.91 0.0959
H 4.07 6.74 -3.01 0.0984
C -4.61 -3.61 -3.39 0.0269
H 1.65 2.66 -0.67 0.0344
S -0.27 -4.55 -2.82 0.5791
O 0.99 -1.53 5.97 -0.2947
C -6.17 -2.31 -1.88 -0.1057
H 2.07 -6.79 -4.58 0.1057
H -1.84 0.87 4.36 0.0756
H -2.49 -2.29 1.14 0.1115
H -0.83 -1.04 -0.45 0.1117
O -3.11 -0.94 -3.58 0.1782
O -0.57 -3.94 -1.54 -0.2539
S 0.58 -2.70 -3.98 0.4393
O -3.02 1.56 1.70 -0.3017
H -3.66 -3.77 -3.91 0.0822
C 0.51 -1.61 2.57 -0.0492
O 2.85 0.57 3.91 -0.2794
H -6.80 -0.42 -5.42 0.1087
O -1.07 2.12 -0.54 -0.2764
C -4.91 1.35 -3.86 -0.0124
H -1.13 -2.13 8.04 0.1281
C 1.58 -2.37 0.35 0.0364
H -3.24 1.73 4.55 0.0786
H 2.53 -4.77 -3.81 0.0452
C 3.12 -6.50 -4.63 0.0262
C 5.28 4.70 -1.36 -0.3471
H 1.42 3.31 2.06 0.1104
F 4.58 -1.36 -1.59 -0.2297
H 4.13 -4.81 -4.10 0.1712
O -2.92 3.41 -1.60 -0.2927
H -1.58 5.19 0.01 0.1018
H 3.92 3.29 -6.98 0.0993
H 0.57 -0.71 3.17 0.0957
H 4.22 1.66 -3.52 0.0825
H -0.18 6.68 0.60 0.1813
O -2.28 2.69 6.71 0.1565
H -5.73 2.01 -4.14 0.1091
C -2.46 1.43 9.59 0.0029
O 3.42 -1.98 5.93 -0.2376
F 2.28 -1.28 7.93 -0.1981
C -1.73 -1.22 8.04 -0.1465
H -2.83 -1.78 6.31 0.1402
S 2.17 0.98 5.11 0.3843
C -4.22 0.38 6.92 0.0078
H 4.91 2.74 -4.54 0.0775
H 0.02 2.24 9.75 0.0991
H -4.47 1.79 -2.96 0.0503
H 6.25 6.31 -2.32 0.1844
F -2.01 1.51 -2.60 -0.1895
C 4.19 6.97 -1.96 0.0657
H 2.42 -0.09 1.50 0.1056
N 5.52 6.21 -1.61 0.1236
C 3.63 -5.80 -2.21 -0.3339
H -3.86 -1.49 -0.74 0.0583
O -0.21 -2.64 -5.20 -0.2682
H -5.57 -1.70 -5.39 0.0914
S 5.41 -2.52 1.73 0.4633
F 2.61 2.55 5.15 -0.2387
C 1.27 5.12 0.88 -0.3741
O 4.81 -0.07 0.41 -0.2915
C -1.41 -2.38 1.24 -0.1600
H 2.43 -4.82 -0.74 0.0883
H 0.86 0.83 1.44 0.1237
C 2.23 0.72 -5.43 -0.1239
C -0.82 -0.15 8.62 -0.1136
N 0.00 5.85 1.15 0.0991
H -7.42 -1.95 -3.71 0.1068
S -3.92 1.58 0.55 0.4160
H -2.57 -1.55 8.65 0.1142
C -4.75 -2.36 -2.48 -0.4121
H 3.56 -3.75 -1.59 0.0641
C 3.44 -4.75 -1.16 0.0184
C 0.10 4.07 -3.90 -0.0119
H 0.28 3.56 -2.95 0.0834
C 0.76 0.82 -5.84 -0.1368
H 3.61 -7.37 -4.22 0.0929
O -1.96 -5.78 3.94 -0.3042
H -4.09 1.43 -4.58 0.0789
C -0.72 -1.19 0.62 -0.1052
H -1.21 4.04 1.38 0.1016
S 0.04 -6.61 1.78 0.6278
C -2.81 0.44 6.31 -0.4271
O 1.66 5.16 -0.25 0.1288
N -4.36 -1.10 -3.22 0.1229
C 3.05 2.04 -5.44 -0.4225
O 0.38 -5.32 2.39 -0.3179
H 6.02 2.93 -0.52 0.1074
H -8.23 -1.42 -2.35 0.1261
H 0.06 -0.11 7.98 0.0918
H -4.08 -3.21 -0.58 0.1217
H -0.65 3.37 8.70 0.0864
H -0.97 4.22 -4.05 0.1044
F -3.69 -6.86 2.67 -0.1975
F 1.96 -2.18 -4.68 -0.2205
H -2.74 -2.59 -1.47 0.0794
H 3.59 -6.17 -5.55 0.1044
H -1.21 -0.31 1.03 0.1087
N 2.17 3.13 -4.88 0.1108
H 2.77 -0.03 -6.01 0.1331
H -4.84 1.24 6.66 0.1008
C 6.10 4.00 -0.30 0.0461
F 0.80 -7.54 2.84 -0.1884
H -0.15 1.52 -4.04 0.1090
O -2.48 -5.06 1.62 -0.3326
H -3.39 -0.01 4.27 0.1048
H 4.07 -4.77 -0.28 0.0900
C -1.38 1.29 8.47 -0.4081
C 1.90 4.28 1.94 0.0543
S 2.34 -1.11 6.34 0.6024
C 1.49 0.09 0.96 -0.0948
S 5.45 -1.19 -0.24 0.5250
H -7.44 0.47 -3.45 0.1281
H 2.58 -2.38 0.78 0.0820
H 0.44 5.10 -3.89 0.0853
C 0.66 3.29 -5.11 -0.3846
H 5.99 6.57 -0.79 0.1710
H 2.58 1.87 -1.87 0.0468
H 5.62 4.15 0.67 0.1089
C 0.00 1.89 -5.05 -0.1134
N 2.74 0.58 6.45 -0.2468
H 1.17 4.70 -6.81 0.0924
H -1.53 -1.76 3.39 0.1030
H 0.64 2.25 8.10 0.0891
C -2.20 -0.94 6.59 -0.1197
O 4.39 4.07 -1.86 0.1372
H 0.24 3.32 -7.32 0.0918
H 3.28 2.01 -0.18 0.0613
H -6.52 0.29 -2.00 0.1246
C -0.88 -2.26 2.67 -0.1200
F -4.76 0.24 0.87 -0.2061
H -5.15 -0.13 -6.02 0.1000
H 2.47 2.73 -7.50 0.0788
H 2.29 0.37 -4.40 0.1126
H 3.80 1.60 -7.50 0.1174
H 3.29 6.61 -1.47 0.0755
H -5.40 -3.65 -4.13 0.0874
H -1.92 1.30 10.52 0.1038
C -2.83 0.75 4.81 -0.0178
H 7.17 4.21 -0.34 0.1035
H -3.03 2.36 9.50 0.1011
F 5.64 -4.09 2.03 -0.1952
H -0.04 6.20 2.11 0.1761
O -1.42 -4.92 -3.63 -0.2407
H 1.87 4.72 2.94 0.1065
H 1.48 -2.30 -0.74 0.0750
O 2.84 4.19 -4.52 0.1476
H 1.28 -2.30 2.89 0.1394
O 0.72 1.11 5.10 -0.3498
H 4.95 1.06 -5.01 0.1157
H -4.22 0.15 7.98 0.0786
H 2.92 4.01 1.66 0.0997
C -6.65 -0.14 -3.00 -0.1375
C 0.41 4.00 -6.49 0.0111
H -1.03 -3.26 0.72 0.0775
H -0.41 4.72 -6.48 0.1020
H -6.14 -1.83 -0.90 0.1261
H -1.01 2.08 -5.43 0.1373
H -2.04 5.52 1.74 0.1201
C -7.21 -1.55 -2.72 -0.1565
C 1.76 0.46 -0.51 -0.2058
C -5.74 -0.63 -5.26 0.0085
H 0.79 0.45 -1.00 0.0750
C 4.30 1.83 -4.59 -0.0074
H 4.39 8.02 -1.78 0.1058
O 0.38 -1.65 -3.00 -0.2814
F 0.33 -5.96 -2.36 -0.1575
H 2.27 -0.32 -1.08 0.0817
N 1.14 -4.01 -3.54 -0.2817
H -3.18 0.62 9.71 0.0805
N 0.78 -1.27 1.08 -0.1567
N -1.52 -7.32 2.00 -0.2617
H -0.90 -3.27 3.09 0.0967
O 0.74 -6.89 0.54 -0.3070
H -4.76 -0.37 6.34 0.1092
C -1.31 5.08 1.06 0.0573
C -5.36 -0.13 -3.90 -0.4093
C 3.32 2.38 -6.92 0.0161
C -3.80 -2.43 -1.29 -0.0190
H 0.68 0.99 -6.92 0.1182
O -4.91 2.64 0.56 -0.2677
C -0.27 2.35 8.70 0.0044
S -2.35 2.13 -1.18 0.5194
N 3.38 -5.34 -3.68 0.0742
H -4.72 -4.45 -2.71 0.1142

---

[2]
176
Properties=species:S:1:pos:R:3:lowdin_charge:R:1 method="wB97M-V/def2-TZVPD" total_charge=+5 e_homo_ev="-15.6 / -17.6" spin_multiplicity=4
H 3.36 -4.41 -0.75 0.0706
H 2.87 -4.26 1.00 0.0846
C -2.74 -9.53 -1.85 -0.0470
H 2.15 8.66 -3.92 0.0639
C 1.20 1.19 -4.26 0.0612
O 2.64 -1.26 -0.36 -0.1861
H -4.03 5.57 -3.97 0.1090
H -1.85 5.18 -6.51 0.1116
F 6.19 -0.29 0.06 -0.2137
H -3.92 -1.25 6.63 0.0887
H -2.91 2.08 3.58 0.1070
H 7.42 -3.84 0.85 0.0841
H -2.59 7.29 -4.74 0.0750
H -0.48 1.73 -0.32 0.0491
C -4.14 -1.72 1.86 0.0390
Ti 3.57 1.15 -0.43 1.3737
H 1.25 4.19 -7.09 0.0808
N -1.28 -6.34 -0.02 0.2344
H -2.27 3.15 0.32 0.0806
C 2.28 8.24 -1.89 -0.2417
N 2.71 1.35 4.34 0.0928
C -2.33 1.17 3.68 0.0569
H -6.31 8.02 -5.85 0.0926
H -4.69 0.27 7.33 0.1257
H 1.63 -1.31 -3.59 0.1768
H -1.81 -10.06 -1.64 0.0888
H -1.20 -4.27 6.76 0.1119
H -4.03 1.27 -0.23 0.0893
H -0.99 -5.61 0.61 0.0764
H -5.45 8.19 -3.66 0.1190
H -0.52 1.94 1.50 0.0470
H -5.29 0.72 -1.39 0.1152
H -4.55 7.57 -6.02 0.0657
H 4.18 -2.52 0.76 0.1214
C 1.58 -0.38 1.72 -0.3667
C 5.75 -3.42 -0.41 -0.3940
H -0.01 4.91 -0.89 0.0890
H -0.93 -4.01 4.36 0.0892
H -0.18 -2.44 -2.22 0.0986
H 1.56 0.58 -5.09 0.1177
H -4.49 -2.75 1.81 0.1163
H -2.98 5.41 -1.08 0.0872
H 1.93 1.98 -4.16 0.1112
C -0.02 -7.96 1.58 -0.0275
O 5.38 -3.03 -1.48 0.1533
C -0.23 7.81 -2.36 -0.2601
H -2.51 -3.37 5.93 0.0729
F 2.71 -5.14 -2.59 -0.1862
O 4.61 0.73 5.64 0.2328
H -0.08 3.51 -7.97 0.0747
H 1.85 -6.21 4.52 0.1111
C 1.19 -5.37 4.73 0.0195
H 0.80 6.05 -5.27 0.1143
H -2.63 0.41 2.96 0.0744
C 0.48 -0.55 2.63 -0.0504
H -3.41 -1.79 2.67 0.0768
H -1.79 6.46 -0.37 0.1082
H -2.74 -9.16 -2.88 0.1010
F 0.42 -7.47 -2.64 -0.1623
C -2.01 -4.33 6.03 0.0322
C -0.77 5.17 -6.62 -0.2044
C -1.96 5.78 -1.20 -0.2034
H -2.78 -5.03 6.36 0.1135
H -0.38 -8.14 -0.64 0.1188
H 0.44 -8.95 1.68 0.0955
H 1.81 1.14 4.74 0.1488
H 1.70 -5.13 5.66 0.1077
F 5.10 -0.38 1.87 -0.1904
C -4.18 6.54 -3.49 -0.2583
H 3.41 7.55 -3.58 0.0788
H -5.57 0.65 0.44 0.1126
C -5.38 7.17 -4.05 -0.2853
H -1.63 4.57 -4.22 0.0974
H 5.13 -3.60 1.48 0.1670
H -0.49 -0.75 -1.51 0.0786
O -0.94 -1.91 3.63 -0.1564
H -0.72 -1.34 -3.27 0.1065
C -0.27 5.93 -5.42 -0.2577
H -5.01 -1.42 -0.96 0.1836
H 3.94 -1.31 3.65 0.0765
H 7.96 -3.38 -0.67 0.1176
H -6.28 6.66 -3.71 0.1188
O -4.92 0.34 4.25 0.1057
H 0.91 -7.41 1.72 0.0710
C -3.47 -1.31 0.57 -0.3201
H 2.49 -1.41 4.64 0.0780
H 3.12 7.90 -1.29 0.1081
F 6.65 0.93 3.09 -0.1130
H 3.38 3.20 5.16 0.1071
H 1.84 9.14 -1.46 0.1174
C 1.05 -2.77 0.61 -0.0418
C -4.87 0.60 -0.39 0.0871
H -4.34 6.37 -2.42 0.0891
N -4.26 -0.83 -0.63 0.1129
H 4.21 -5.42 0.37 0.1252
H -2.81 8.43 -3.61 0.1137
C -2.83 7.34 -3.68 -0.2292
H -1.35 4.19 1.26 0.1086
C -0.87 -7.82 0.27 -0.2164
H 0.08 3.03 -6.39 0.0253
H -0.83 -6.13 -0.90 0.0965
N -2.70 0.67 5.14 0.1340
H 3.63 9.29 -3.34 0.0974
C 7.16 -3.95 -0.20 0.0542
H 0.22 1.64 -4.44 0.1020
H -0.50 6.99 -5.51 0.1072
N -1.34 -4.84 4.77 0.1133
O -2.91 -8.42 -0.93 -0.2126
H 2.04 -1.10 -2.00 0.0892
C 3.78 0.32 4.94 -0.3435
H 7.21 -5.02 -0.41 0.1120
C -0.18 -5.83 5.04 -0.3548
H 1.35 -4.66 3.92 0.0828
H 0.32 0.12 3.46 0.0696
O -0.37 -7.01 5.16 0.1863
C -0.37 2.40 0.53 -0.0802
N 4.68 -3.39 0.61 0.1090
C -0.09 -1.82 2.64 -0.3552
H -4.96 -1.03 2.03 0.0829
C 1.29 0.61 -2.88 -0.3840
H -5.75 6.34 -5.96 0.0747
C 0.15 -2.92 1.57 -0.3742
H -2.86 -8.35 1.20 0.1198
C -5.52 7.33 -5.56 -0.0773
C -1.31 3.66 0.31 -0.2392
H 0.00 8.54 -3.14 0.1080
C -1.04 4.54 -0.91 -0.2544
C 1.06 7.18 -1.88 -0.2449
H -2.58 1.30 5.92 0.1828
H -1.07 3.80 -1.70 0.0930
O 2.34 0.60 1.65 -0.1682
H 4.02 -1.78 5.41 0.1132
N 1.34 -0.93 -2.70 0.1478
P 1.55 -6.31 -2.51 0.1838
H 1.42 6.31 -2.44 0.0914
H 0.65 2.80 0.48 0.0587
H -3.47 -10.31 -1.63 0.0974
H -1.97 -5.25 4.10 0.1713
H -0.69 -7.92 2.43 0.0636
F 1.84 -6.58 -0.96 -0.1395
P -1.43 6.51 -2.82 1.0652
O -2.24 -1.23 0.42 0.1282
F 2.62 -7.51 -2.86 -0.1535
H 2.32 3.42 3.91 0.0956
H -2.28 -6.34 -0.15 0.1389
H -3.59 -0.80 -1.39 0.1627
F 7.13 -1.11 1.95 -0.1742
F 1.24 -6.15 -4.07 -0.1348
C -4.63 -0.44 6.50 0.0540
H 1.15 -3.48 -0.20 0.1070
C 3.67 -4.48 0.29 0.0362
F 0.45 -5.17 -2.10 -0.1954
H -1.26 1.40 3.64 0.0678
H -2.19 -0.15 5.44 0.1500
O 1.37 1.21 -1.87 0.0733
C 3.55 -1.15 4.65 0.0421
H 1.10 6.98 -0.81 0.1010
O -0.40 -4.14 1.63 -0.1483
F 7.93 0.91 1.02 -0.1235
H -2.12 -9.70 0.55 0.1336
F 5.64 1.71 1.08 -0.2017
H 4.02 2.86 3.50 0.1097
C 0.20 3.92 -7.00 -0.0509
H -0.66 8.45 -1.59 0.1170
H -0.62 5.83 -7.47 0.1149
C 2.94 8.45 -3.20 -0.1177
H 2.60 1.08 3.37 0.0618
C -4.14 0.17 5.22 -0.3291
H -5.59 -0.85 6.21 0.1195
C 3.17 2.78 4.18 0.0275
C -0.85 5.33 -4.10 -0.2618
C -0.13 -1.36 -2.35 0.0651
C 1.79 -1.50 0.57 -0.2944
C -2.26 -8.64 0.34 -0.1592
H 0.01 4.87 -3.60 0.0606
P 6.47 0.37 1.57 0.2669